(1)
{
  "formula": "C39H61AsNO10P2S4V",
  "method": "ωB97M-V/def2-TZVPD",
  "species": ["V", "C", "C", "S", "C", "C", "S", "C", "C", "S", "C", "C", "S", "H", "H", "H", "H", "H", "H", "H", "H", "H", "H", "H", "H", "H", "H", "H", "H", "C", "C", "C", "O", "P", "O", "C", "P", "O", "O", "C", "C", "C", "O", "C", "C", "C", "O", "C", "C", "C", "H", "H", "H", "H", "H", "H", "H", "H", "H", "H", "H", "H", "H", "H", "H", "H", "H", "H", "H", "H", "H", "H", "H", "H", "H", "H", "H", "H", "H", "H", "O", "N", "O", "O", "O", "As", "C", "C", "C", "C", "C", "C", "C", "C", "C", "C", "C", "C", "C", "C", "C", "C", "C", "C", "H", "H", "H", "H", "H", "H", "H", "H", "H", "H", "H", "H", "H", "H", "H"],
  "positions_angstrom": [[-0.415, 0.353, 1.244], [-3.708, 3.106, 2.090], [-3.543, 3.710, 0.707], [-1.895, 4.421, 0.515], [-1.492, 4.017, -1.199], [0.014, 4.141, -1.411], [0.980, 2.812, -0.617], [1.900, 3.666, 0.687], [1.134, 3.946, 1.974], [0.537, 2.444, 2.796], [-0.800, 3.130, 3.819], [-1.941, 2.146, 4.017], [-2.686, 1.638, 2.453], [-4.735, 2.771, 2.229], [-3.483, 3.842, 2.862], [-4.288, 4.494, 0.582], [-3.691, 2.963, -0.072], [-2.014, 4.708, -1.861], [-1.816, 2.997, -1.408], [0.391, 5.097, -1.046], [0.241, 4.079, -2.473], [2.265, 4.607, 0.276], [2.769, 3.040, 0.884], [0.277, 4.582, 1.786], [1.794, 4.434, 2.694], [-1.136, 4.043, 3.336], [-0.363, 3.378, 4.785], [-2.724, 2.593, 4.627], [-1.616, 1.242, 4.513], [-5.061, 0.487, -0.154], [-4.487, 0.849, -1.501], [-5.499, 0.784, -2.621], [-3.406, -0.139, -1.812], [-1.899, 0.147, -1.651], [-1.512, 0.790, -0.316], [-1.167, -1.474, -1.781], [-1.568, -2.398, -0.277], [-1.012, -1.556, 0.867], [-3.088, -2.503, -0.106], [-4.086, -3.473, -0.677], [-4.006, -4.788, 0.060], [-3.925, -3.591, -2.176], [-1.046, -3.832, -0.415], [0.291, -4.471, -0.536], [1.239, -3.916, 0.491], [0.782, -4.341, -1.959], [-1.412, 1.142, -2.729], [-1.327, 1.023, -4.220], [0.084, 0.610, -4.563], [-2.382, 0.122, -4.821], [-5.818, 1.221, 0.127], [-4.291, 0.453, 0.617], [-5.538, -0.495, -0.201], [-4.023, 1.834, -1.478], [-5.713, -0.257, -2.876], [-5.162, 1.307, -3.515], [-6.429, 1.249, -2.292], [-0.083, -1.335, -1.798], [-1.497, -1.988, -2.685], [-5.023, -2.984, -0.437], [-3.135, -5.369, -0.246], [-4.901, -5.365, -0.175], [-3.975, -4.636, 1.140], [-2.995, -4.112, -2.429], [-3.952, -2.613, -2.665], [-4.748, -4.187, -2.571], [0.072, -5.510, -0.319], [1.374, -2.843, 0.346], [2.212, -4.400, 0.381], [0.880, -4.078, 1.508], [1.089, -3.312, -2.184], [0.021, -4.656, -2.675], [1.653, -4.984, -2.093], [-1.497, 2.042, -4.545], [0.245, -0.454, -4.347], [0.807, 1.205, -4.003], [0.257, 0.765, -5.630], [-2.196, -0.935, -4.604], [-2.348, 0.243, -5.905], [-3.385, 0.379, -4.490], [0.933, -1.728, 3.045], [-0.223, -1.464, 3.358], [-0.973, -2.165, 3.949], [-0.683, -0.201, 2.983], [1.190, 0.202, 1.029], [3.000, -0.086, 1.180], [3.430, 0.493, -0.580], [4.251, 1.553, -0.935], [4.469, 1.818, -2.280], [3.887, 1.023, -3.257], [3.071, -0.047, -2.898], [2.831, -0.307, -1.562], [3.652, 0.871, 2.684], [4.638, 1.838, 2.498], [5.187, 2.459, 3.611], [4.762, 2.106, 4.885], [3.797, 1.118, 5.059], [3.233, 0.494, 3.961], [3.740, -1.848, 1.330], [3.658, -2.589, 2.510], [4.441, -3.722, 2.639], [5.307, -4.103, 1.617], [5.392, -3.347, 0.457], [4.611, -2.211, 0.303], [4.736, 2.175, -0.202], [5.111, 2.644, -2.563], [4.079, 1.229, -4.305], [2.653, -0.691, -3.662], [2.221, -1.155, -1.277], [5.007, 2.089, 1.520], [5.956, 3.210, 3.480], [5.198, 2.593, 5.751], [3.491, 0.826, 6.056], [2.482, -0.269, 4.100], [3.003, -2.312, 3.315], [4.381, -4.306, 3.550], [5.929, -4.984, 1.735], [6.079, -3.629, -0.333], [4.704, -1.633, -0.598]],
  "forces_ev_per_angstrom": [[-2.949, 0.699, 0.608], [0.058, -0.064, -0.157], [0.135, 0.016, 0.030], [0.013, 0.029, 0.009], [0.023, 0.047, 0.104], [-0.083, -0.138, 0.149], [-0.098, 0.094, -0.148], [-0.246, -0.066, 0.013], [0.185, -0.009, 0.024], [-0.253, -0.276, -0.250], [0.090, -0.085, 0.072], [0.048, 0.142, -0.192], [0.019, -0.399, 0.104], [-0.071, 0.087, 0.035], [-0.047, 0.026, -0.024], [-0.098, -0.027, -0.040], [0.019, 0.075, 0.138], [0.041, 0.006, -0.075], [0.043, 0.214, 0.026], [-0.008, 0.031, -0.051], [-0.011, 0.061, -0.064], [0.090, 0.039, 0.062], [0.030, 0.048, 0.035], [-0.032, 0.065, -0.015], [0.017, 0.055, -0.055], [-0.061, 0.075, -0.043], [-0.002, 0.083, 0.035], [-0.012, 0.052, 0.058], [0.019, -0.111, 0.089], [0.021, -0.181, 0.015], [-0.144, -0.101, -0.090], [0.008, -0.114, -0.076], [-0.323, 0.215, 0.099], [0.064, 0.411, 0.218], [-0.057, -0.331, -0.351], [0.032, 0.043, 0.082], [-0.120, 0.428, 0.283], [0.312, 0.165, -0.426], [-0.185, -0.075, -0.049], [0.100, -0.110, -0.030], [0.096, -0.006, 0.057], [0.158, 0.047, 0.025], [0.370, -0.354, 0.133], [0.030, 0.063, -0.124], [-0.068, 0.043, 0.153], [-0.019, 0.121, -0.091], [0.183, -0.115, -0.363], [0.038, -0.110, -0.092], [0.086, -0.081, 0.087], [-0.034, -0.093, 0.157], [0.025, -0.027, -0.010], [-0.012, -0.003, 0.005], [0.006, 0.099, 0.009], [0.103, -0.026, -0.083], [-0.036, 0.070, 0.046], [0.011, -0.038, 0.006], [0.027, 0.009, -0.027], [0.020, -0.050, -0.107], [0.007, -0.022, 0.047], [-0.065, 0.191, 0.052], [-0.036, 0.022, 0.018], [0.023, -0.011, 0.008], [-0.039, 0.006, -0.077], [-0.077, 0.039, -0.001], [-0.024, -0.070, 0.051], [0.022, 0.006, 0.015], [-0.139, -0.132, 0.035], [0.039, 0.056, -0.014], [-0.049, 0.015, 0.010], [0.021, 0.017, -0.069], [-0.023, -0.121, 0.008], [0.051, 0.018, 0.048], [-0.028, 0.029, 0.000], [-0.057, 0.201, 0.102], [-0.012, 0.130, -0.025], [-0.055, -0.024, -0.064], [-0.023, -0.035, 0.048], [-0.012, 0.089, -0.028], [0.020, -0.023, 0.025], [0.022, 0.021, -0.025], [-0.623, 0.442, 0.134], [0.306, -0.403, -0.232], [-0.082, 0.548, -0.097], [0.452, -0.905, 0.637], [2.746, -0.961, -0.469], [0.726, 0.088, 0.034], [-0.222, -0.075, -0.077], [0.008, -0.049, -0.096], [0.032, 0.028, -0.108], [0.003, 0.026, -0.043], [0.091, 0.016, -0.018], [0.131, 0.219, -0.041], [-0.255, 0.137, -0.021], [-0.050, -0.029, 0.236], [0.011, -0.003, 0.039], [0.029, 0.020, 0.026], [0.034, 0.025, 0.048], [0.073, 0.081, -0.061], [-0.411, 0.058, 0.017], [0.132, -0.089, -0.102], [0.012, -0.053, 0.035], [0.024, -0.019, 0.014], [0.076, -0.037, -0.040], [-0.041, -0.280, 0.128], [-0.028, 0.036, -0.096], [-0.042, -0.067, 0.019], [-0.004, -0.031, 0.122], [-0.004, 0.050, 0.044], [-0.053, -0.097, 0.018], [0.041, 0.054, 0.048], [-0.019, -0.033, 0.009], [-0.037, -0.057, -0.077], [0.002, 0.039, -0.041], [-0.069, -0.002, -0.005], [-0.043, 0.043, 0.057], [0.025, 0.032, -0.059], [-0.070, 0.066, -0.009], [-0.050, 0.012, 0.070], [0.032, 0.096, -0.139]],
  "e_tot_ha": -7784.35372,
  "fmax_ha_per_bohr": 0.060,
  "de_lowest_kcal_mol": 7.61,
  "gap_ev": [6.0, 6.6],
  "total_charge": 3,
  "multiplicity": 2
}



(2)
{
  "formula": "C39H61BrCl18N2O5",
  "method": "ωB97M-V/def2-TZVPD",
  "species": ["C", "C", "C", "C", "C", "C", "C", "C", "C", "C", "Br", "C", "O", "C", "N", "C", "C", "C", "O", "N", "C", "C", "C", "C", "O", "C", "O", "C", "O", "H", "H", "H", "H", "H", "H", "H", "H", "H", "H", "H", "H", "H", "H", "H", "H", "H", "H", "H", "H", "H", "H", "H", "H", "H", "Cl", "C", "C", "Cl", "H", "H", "H", "H", "Cl", "C", "C", "Cl", "H", "H", "H", "H", "Cl", "C", "C", "Cl", "H", "H", "H", "H", "Cl", "C", "C", "Cl", "H", "H", "H", "H", "Cl", "C", "C", "Cl", "H", "H", "H", "H", "Cl", "C", "C", "Cl", "H", "H", "H", "H", "Cl", "C", "C", "Cl", "H", "H", "H", "H", "Cl", "C", "C", "Cl", "H", "H", "H", "H", "Cl", "C", "C", "Cl", "H", "H", "H", "H"],
  "positions_angstrom": [[3.589, 1.749, -2.107], [2.304, 1.048, -2.549], [1.147, 1.110, -1.545], [0.062, 0.085, -1.922], [-0.378, -0.867, -0.839], [-1.749, -1.062, -0.610], [-2.266, -1.945, 0.343], [-3.737, -2.217, 0.540], [-4.609, -1.636, -0.563], [-4.401, -2.406, -1.873], [-6.499, -1.792, -0.045], [-1.356, -2.624, 1.133], [-1.768, -3.530, 2.142], [-1.844, -2.946, 3.303], [-1.916, -2.380, 4.295], [-0.002, -2.480, 0.921], [0.495, -1.626, -0.054], [1.991, -1.780, -0.009], [2.860, -1.043, -0.337], [2.240, -3.074, 0.636], [2.132, -4.134, -0.405], [3.294, -5.103, -0.324], [4.662, -4.418, -0.370], [5.779, -5.300, 0.200], [6.258, -4.874, 1.477], [5.343, -4.845, 2.463], [5.267, -3.965, 3.255], [1.163, -3.146, 1.588], [1.225, -3.561, 2.699], [4.427, 1.283, -2.627], [3.738, 1.652, -1.035], [3.600, 2.794, -2.417], [1.965, 1.363, -3.528], [2.542, -0.016, -2.648], [1.520, 0.970, -0.532], [0.743, 2.125, -1.589], [-0.831, 0.627, -2.222], [0.355, -0.499, -2.798], [-2.420, -0.474, -1.224], [-3.860, -3.302, 0.468], [-4.068, -1.954, 1.543], [-4.404, -0.573, -0.657], [-4.074, -1.762, -2.687], [-3.690, -3.218, -1.738], [-5.338, -2.843, -2.207], [2.151, -3.648, -1.386], [1.170, -4.636, -0.342], [3.206, -5.671, 0.606], [3.250, -5.820, -1.145], [4.919, -4.207, -1.409], [4.654, -3.472, 0.169], [5.432, -6.338, 0.257], [6.636, -5.301, -0.465], [4.704, -5.741, 2.529], [-0.171, 3.869, 1.413], [-0.544, 3.102, 2.981], [-0.151, 1.650, 2.997], [-1.154, 0.712, 1.864], [-1.610, 3.221, 3.155], [0.003, 3.644, 3.750], [-0.299, 1.240, 3.994], [0.889, 1.509, 2.711], [0.054, -6.639, -1.510], [-0.896, -7.553, -0.305], [-0.058, -8.570, 0.424], [0.459, -9.901, -0.642], [-1.729, -8.019, -0.825], [-1.290, -6.828, 0.406], [-0.643, -9.011, 1.229], [0.834, -8.116, 0.848], [4.391, 5.974, -0.738], [3.598, 6.800, 0.627], [4.374, 6.651, 1.907], [4.359, 4.967, 2.512], [2.596, 6.399, 0.724], [3.527, 7.849, 0.361], [3.926, 7.273, 2.681], [5.412, 6.946, 1.784], [-7.370, -1.898, 6.019], [-7.500, -1.761, 4.245], [-6.878, -2.931, 3.533], [-5.103, -2.956, 3.683], [-7.035, -0.825, 3.948], [-8.560, -1.722, 4.000], [-7.092, -2.867, 2.469], [-7.263, -3.876, 3.910], [8.158, 5.284, -1.174], [7.844, 4.531, 0.413], [7.940, 3.029, 0.354], [6.634, 2.261, -0.585], [6.865, 4.862, 0.754], [8.603, 4.908, 1.098], [7.882, 2.621, 1.362], [8.883, 2.724, -0.092], [2.486, 10.333, -0.567], [3.960, 11.334, -0.652], [5.203, 10.503, -0.833], [5.576, 9.525, 0.611], [4.010, 11.929, 0.256], [3.843, 12.003, -1.503], [6.057, 11.156, -1.004], [5.111, 9.823, -1.676], [-11.683, 0.088, 4.951], [-12.134, 0.175, 3.230], [-12.181, -1.187, 2.589], [-10.558, -1.916, 2.466], [-11.417, 0.821, 2.730], [-13.119, 0.636, 3.176], [-12.574, -1.106, 1.577], [-12.809, -1.872, 3.154], [-3.462, 0.775, -3.047], [-3.442, 2.556, -2.921], [-3.738, 3.008, -1.514], [-5.420, 2.653, -1.040], [-4.162, 2.946, -3.635], [-2.446, 2.889, -3.210], [-3.599, 4.085, -1.440], [-3.081, 2.522, -0.795], [-0.307, 0.321, -5.934], [0.929, -0.496, -6.930], [2.121, -0.912, -6.109], [3.054, 0.487, -5.528], [1.215, 0.179, -7.731], [0.457, -1.377, -7.364], [2.793, -1.519, -6.712], [1.815, -1.491, -5.240]],
  "forces_ev_per_angstrom": [[-0.283, 0.005, -0.768], [0.110, -0.685, 0.928], [0.301, 0.354, -0.551], [-0.403, 0.322, 0.389], [0.098, -0.110, 0.162], [0.339, -0.130, -0.055], [-0.164, 0.080, 0.000], [-0.108, -0.383, -0.255], [0.281, -0.297, 0.053], [-0.295, 0.243, -0.215], [0.124, 0.239, 0.092], [0.860, -0.012, 0.020], [-0.288, 0.161, 0.021], [0.107, -0.274, -0.866], [-0.064, 0.271, 0.809], [-0.203, 0.014, 0.119], [-0.307, 0.185, -0.156], [-0.429, -0.509, 0.264], [0.317, 0.148, -0.471], [0.122, 0.603, 0.171], [0.507, 0.121, -0.203], [0.194, 0.046, 0.358], [0.211, -0.234, -0.032], [-0.233, -0.428, -0.311], [0.013, 0.424, -0.242], [-0.108, -0.310, 0.158], [0.176, 0.298, 0.329], [-0.353, 0.095, -0.543], [0.038, -0.583, 0.311], [0.140, 0.000, 0.133], [0.064, 0.084, 0.071], [-0.046, 0.160, 0.341], [-0.114, 0.251, 0.054], [0.031, -0.010, -0.122], [-0.017, -0.123, 0.026], [-0.228, -0.043, 0.195], [-0.092, -0.052, -0.188], [0.179, -0.006, -0.017], [0.016, -0.205, 0.143], [-0.039, -0.070, 0.279], [0.066, 0.268, -0.062], [-0.381, 0.097, -0.131], [0.164, -0.016, 0.073], [0.138, 0.030, -0.043], [-0.022, -0.090, -0.010], [-0.026, 0.069, -0.028], [-0.046, -0.103, 0.089], [-0.039, -0.033, 0.037], [-0.239, -0.107, 0.021], [-0.085, 0.197, -0.048], [-0.058, 0.074, 0.006], [0.013, -0.064, 0.129], [0.212, 0.096, 0.190], [-0.081, -0.085, -0.297], [0.022, 0.078, -0.049], [-0.011, 0.083, 0.104], [0.047, -0.014, 0.102], [-0.012, 0.049, 0.137], [-0.009, -0.013, -0.018], [0.055, 0.008, -0.052], [-0.077, -0.040, -0.027], [-0.012, 0.037, -0.052], [-0.112, -0.135, -0.100], [-0.104, 0.056, 0.081], [0.008, -0.015, 0.071], [0.020, 0.007, -0.006], [0.044, -0.028, -0.055], [0.049, 0.015, 0.014], [-0.028, -0.005, -0.018], [0.022, 0.004, -0.035], [0.045, -0.046, -0.014], [-0.081, 0.014, -0.052], [-0.025, 0.029, 0.084], [0.041, 0.018, -0.015], [-0.087, -0.158, 0.023], [0.020, 0.027, 0.044], [-0.040, -0.026, -0.002], [0.017, -0.061, -0.055], [0.012, 0.006, -0.007], [-0.057, 0.066, -0.041], [-0.092, -0.134, -0.138], [-0.037, -0.045, 0.236], [0.047, -0.009, 0.031], [0.084, 0.015, 0.131], [-0.040, 0.054, 0.010], [0.062, 0.005, 0.084], [-0.026, 0.021, -0.004], [-0.088, 0.037, 0.046], [0.118, -0.163, 0.067], [0.015, 0.150, 0.008], [-0.043, -0.045, -0.093], [0.022, -0.010, -0.015], [-0.034, 0.042, 0.017], [-0.003, -0.009, -0.027], [-0.005, -0.001, 0.018], [0.010, 0.084, -0.012], [0.078, -0.002, -0.122], [0.114, 0.155, 0.024], [-0.017, -0.040, 0.033], [-0.003, -0.032, -0.028], [-0.005, 0.023, 0.045], [-0.044, -0.047, 0.037], [0.032, 0.003, -0.004], [-0.043, 0.067, -0.008], [-0.096, 0.000, -0.047], [-0.091, -0.072, -0.130], [0.036, -0.018, 0.016], [-0.018, -0.029, 0.018], [0.048, 0.025, -0.018], [0.048, -0.011, 0.052], [-0.162, 0.167, -0.325], [0.094, 0.112, 0.033], [0.053, 0.053, 0.039], [0.012, -0.043, 0.023], [-0.062, -0.049, 0.030], [0.025, -0.060, 0.026], [-0.027, 0.008, -0.019], [-0.004, -0.015, 0.005], [-0.008, 0.005, 0.005], [-0.033, -0.045, -0.054], [0.063, -0.091, 0.036], [0.244, -0.111, -0.507], [-0.003, 0.058, 0.040], [-0.013, -0.013, 0.036], [-0.016, 0.024, -0.044], [-0.013, 0.046, 0.027]],
  "e_tot_ha": -12865.83414,
  "fmax_ha_per_bohr": 0.023,
  "smiles": "CCCCc1cc(C[C@@H](C)Br)c(OC#N)c2c1C(=O)N(CCCCOC=O)C2=O.ClCCCl.ClCCCl.ClCCCl.ClCCCl.ClCCCl.ClCCCl.ClCCCl.ClCCCl.ClCCCl",
  "gap_ev": 9.5,
  "multiplicity": 1
}